Computed, not measured: a molecular structure, C2I3O2 at a distorted geometry, with ωB97M-V/def2-TZVPD.

CARTESIAN COORDINATES (ANGSTROEM)
C: -1.048340 -0.459734 0.628876
C: 0.436147 0.230114 -0.364530
O: -1.775389 0.462064 0.825887
O: -0.887707 -1.626227 0.779233
I: 0.475720 2.385747 -0.245462
I: 2.126016 -0.570929 0.794161
I: 0.673552 -0.421035 -2.418165

Atoms 1-2, force components in eV/Å:
0.837 0.821 -1.365
0.061 -0.355 0.783

Calculated values
- Spin multiplicity: 1
- Net charge: -1
- LUMO energy: 2.631 eV
- Relative energy (zero: lowest compared OMol25 entry of this formula, charge and spin): 15.1 kJ/mol
- Strongest force on any atom: 1.80 eV Å⁻¹
- HOMO-LUMO gap: 7.3 eV